{"formula": "C4H8NO5S", "method": "the ωB97M-V functional and the def2-TZVPD basis", "symbols": ["C", "C", "C", "C", "N", "O", "O", "O", "O", "O", "S", "H", "H", "H", "H", "H", "H", "H", "H"], "coordinates": [[0.566849, 0.543961, -1.971499], [0.805791, -1.547202, -0.456154], [0.725062, 0.066164, -0.548464], [-0.531823, 0.481596, 0.238669], [-0.628903, 1.852045, 0.726471], [0.489557, -0.695487, 2.515842], [-1.675692, 2.494123, 0.633656], [0.321805, 2.221520, 1.401514], [-1.782486, 0.127006, 2.636956], [-1.344211, -1.902243, 1.348304], [-0.808668, -0.623919, 1.847504], [-0.256318, -0.015948, -2.386631], [0.341427, 1.625226, -1.877318], [1.465624, 0.530661, -2.551909], [-0.151518, -1.920414, -0.578948], [1.328559, -2.173776, -1.163637], [1.135594, -1.747157, 0.630836], [1.605141, 0.287303, 0.019221], [-1.605789, 0.396541, -0.464414]], "forces_ev_per_angstrom": [[0.2, 1.7, 1.2], [1.0, 1.4, 2.0], [-0.5, -2.8, 0.3], [-3.6, -1.9, -1.5], [0.1, 0.9, 1.6], [-0.2, -0.1, -0.9], [0.8, -0.7, -0.6], [0.1, 0.3, -0.6], [0.4, 0.0, -0.8], [0.6, 1.2, 0.1], [-1.2, -0.1, 1.1], [-0.2, 0.1, -0.6], [-0.4, -0.4, -0.5], [0.5, -0.6, -0.5], [-2.1, -0.7, 0.2], [1.2, 0.7, -0.5], [-0.4, -0.1, -2.0], [0.5, 1.3, 0.0], [3.3, -0.2, 2.1]], "homo_lumo_gap_ev": 9.0255, "total_charge": -1, "smiles": "CC(C)[C@H]([N+](=O)[O-])S(=O)(=O)[O-]"}



{"formula": "C20H56N2O9", "method": "the ωB97M-V functional and the def2-TZVPD basis", "symbols": ["C", "O", "C", "C", "N", "C", "C", "O", "C", "H", "H", "H", "H", "H", "H", "H", "H", "H", "H", "H", "H", "H", "H", "H", "C", "O", "C", "C", "N", "C", "C", "O", "C", "H", "H", "H", "H", "H", "H", "H", "H", "H", "H", "H", "H", "H", "H", "H", "C", "O", "H", "H", "H", "H", "C", "O", "H", "H", "H", "H", "C", "C", "O", "H", "H", "H", "H", "H", "H", "C", "C", "O", "H", "H", "H", "H", "H", "H", "C", "C", "O", "H", "H", "H", "H", "H", "H"], "coordinates": [[14.519830, 0.982510, -7.414280], [13.553480, 0.063720, -6.832440], [13.454280, -0.002150, -5.444520], [12.685550, 1.232730, -4.871690], [11.280510, 1.101030, -5.226770], [10.534640, 2.237540, -4.785730], [9.012720, 2.131410, -4.997980], [8.902880, 2.461520, -6.356370], [7.636490, 2.263380, -6.921640], [15.474370, 0.461660, -7.338990], [14.631580, 1.916580, -6.863720], [14.450440, 1.250940, -8.468430], [14.512190, -0.028150, -5.183250], [12.883290, -0.900110, -5.208410], [13.056050, 2.142690, -5.343720], [12.812630, 1.388910, -3.800440], [11.280870, 0.902440, -6.217040], [10.867110, 3.206420, -5.158340], [10.648620, 2.158450, -3.704600], [8.431380, 2.869110, -4.444850], [8.496040, 1.184520, -4.841310], [7.821160, 1.791960, -7.886920], [7.225860, 3.225780, -7.227030], [6.837250, 1.761300, -6.376460], [8.969400, -19.343090, -3.376530], [8.430630, -20.675870, -3.467260], [8.819650, -21.465840, -2.304560], [8.146650, -22.803810, -2.438270], [8.334080, -23.532820, -1.182640], [7.406620, -24.666630, -1.109520], [7.649920, -25.330320, 0.229360], [8.982890, -25.908450, 0.339370], [9.095670, -26.572680, 1.552510], [10.058970, -19.327820, -3.349890], [8.876930, -18.988830, -2.349870], [8.560920, -18.557880, -4.012680], [8.503420, -20.929150, -1.410100], [9.904640, -21.533550, -2.384000], [8.387940, -23.410500, -3.311090], [7.119010, -22.552800, -2.701050], [9.252830, -23.941390, -1.277840], [7.505790, -25.235270, -2.034140], [6.382880, -24.297610, -1.171700], [6.941850, -26.158270, 0.264380], [7.391520, -24.732440, 1.103360], [10.066290, -27.067040, 1.592580], [8.329190, -27.327310, 1.729010], [9.251050, -25.914920, 2.407680], [6.799360, -10.652230, 1.934190], [7.876430, -9.894480, 2.435690], [5.965490, -9.975180, 1.748840], [7.040850, -11.183700, 1.013690], [6.630610, -11.484420, 2.617620], [8.633630, -10.457580, 2.612270], [9.253060, -8.854460, -5.346250], [10.300910, -8.043830, -5.626380], [9.626660, -9.860430, -5.537400], [8.989790, -8.648200, -4.308830], [8.336090, -8.718720, -5.919700], [10.116930, -7.164370, -5.288300], [3.472340, -4.971990, -5.952690], [2.884610, -4.991280, -7.283450], [2.727290, -3.610450, -7.700880], [4.367110, -4.370050, -5.794080], [3.765210, -5.975760, -5.644850], [2.811470, -4.620080, -5.160530], [1.941390, -5.536110, -7.243430], [3.357400, -5.647410, -8.014250], [2.063790, -3.117420, -7.212730], [15.417050, -8.298830, -10.536870], [16.130410, -8.252350, -9.175790], [15.908550, -9.337710, -8.399500], [15.693740, -9.107490, -11.213330], [15.415760, -7.414840, -11.174570], [14.369430, -8.439680, -10.270870], [15.761220, -7.370550, -8.652120], [17.201480, -8.154220, -9.352640], [14.984620, -9.233420, -8.160550], [10.577250, -4.333820, -0.027550], [9.652880, -3.538900, -0.925710], [10.016670, -3.661950, -2.274810], [10.617360, -5.374990, -0.347640], [10.077270, -4.310820, 0.940730], [11.545910, -3.843940, 0.071570], [9.678100, -2.532170, -0.508650], [8.615200, -3.861610, -0.841080], [10.358840, -2.823620, -2.593750]], "forces_ev_per_angstrom": [[0.7, -0.9, 1.4], [-1.0, 0.8, -3.0], [0.5, 1.7, 0.3], [0.3, -0.6, -0.7], [0.6, -0.9, -0.1], [-1.6, -1.0, 1.7], [0.5, 0.7, -1.0], [-0.5, -0.3, -0.5], [-0.1, 0.9, -1.7], [0.4, 0.1, 0.1], [-0.3, 0.0, 0.2], [-1.1, -0.5, 0.1], [-0.1, -0.2, 1.4], [0.3, -0.1, 0.1], [0.6, 0.2, -0.1], [0.0, -0.4, 0.1], [-0.5, 0.3, -0.3], [0.1, 0.2, -0.1], [0.3, 0.7, 0.3], [0.3, 0.3, 0.6], [0.7, -0.5, 0.4], [-0.3, -0.6, 0.1], [-0.2, 0.4, 0.3], [0.5, -0.4, 0.5], [0.5, -0.6, 1.8], [0.2, 1.0, 0.1], [0.3, 0.9, -2.2], [-0.5, 0.4, 0.2], [-0.7, 0.2, -0.9], [0.9, 1.3, 0.5], [-0.1, -1.9, -0.7], [-1.4, 1.1, -0.5], [1.5, -0.5, 0.7], [0.4, -0.3, -1.1], [-0.9, 0.2, 0.4], [-0.2, -0.8, -0.4], [0.1, -0.3, 0.2], [0.3, -0.1, 0.6], [0.9, 0.1, -0.3], [-0.5, -0.1, 0.8], [0.3, -0.1, 0.4], [0.2, -1.0, 0.3], [-0.1, 0.2, 0.4], [-0.1, -0.4, 0.2], [0.4, 0.6, -0.2], [0.0, -0.4, -0.6], [-0.3, 0.1, 0.0], [-0.9, 0.5, 0.2], [0.6, -0.9, 0.0], [0.3, 0.7, -0.1], [0.0, -0.3, 0.3], [0.1, 0.4, -0.5], [-0.9, 0.2, 0.3], [-0.1, -0.1, -0.1], [-1.2, -1.2, 1.0], [1.8, 1.9, -1.2], [-0.4, -0.2, 0.4], [-0.4, -0.9, 0.3], [0.0, 0.3, -0.5], [0.1, 0.1, -0.1], [1.4, -0.9, 2.4], [-1.6, 0.9, -0.4], [0.5, -0.8, -1.3], [0.1, 0.1, -0.7], [0.0, -0.2, 0.1], [-0.5, 0.0, -0.2], [-0.7, 0.4, 0.2], [0.9, 1.0, -0.3], [-0.1, -0.6, 0.3], [-0.9, -0.3, 0.1], [1.0, 2.2, -2.3], [-0.7, -1.7, 1.0], [0.3, -0.3, 0.4], [0.4, 0.4, 0.5], [-0.3, -0.2, -0.3], [0.3, 0.5, -0.1], [0.1, 0.1, 0.3], [-0.2, -0.7, 0.4], [-0.9, -0.1, 0.3], [0.0, -0.1, 0.7], [0.2, 0.4, -0.7], [0.4, 0.1, 0.0], [0.3, -0.2, 0.3], [0.1, -0.3, -0.2], [-0.1, 0.5, -0.6], [0.0, -0.3, 0.1], [0.0, 0.0, -0.1]], "homo_lumo_gap_ev": 9.2277, "smiles": "COCCNCCOC.COCCNCCOC.CCO.CCO.CCO.CO.CO"}



{"formula": "C4H12", "method": "the ωB97M-V functional and the def2-TZVPD basis", "symbols": ["C", "C", "H", "H", "H", "H", "H", "H", "C", "C", "H", "H", "H", "H", "H", "H"], "coordinates": [[1.743919, 1.093078, 1.548483], [0.910035, -0.135989, 1.854909], [1.171478, 1.710855, 0.649695], [1.819858, 1.922885, 2.340956], [2.739634, 0.737457, 1.365469], [-0.095854, 0.145541, 2.153371], [1.414020, -0.699381, 2.693408], [0.855449, -0.840230, 0.972137], [-1.918387, -0.116423, -2.071733], [-0.796287, -0.833068, -1.336191], [-1.699170, -0.000042, -3.237311], [-2.900492, -0.563828, -2.064926], [-1.623372, 0.966534, -2.005221], [-0.741502, -0.761755, -0.208523], [-0.940114, -1.942850, -1.264146], [0.364382, -0.720764, -1.367717]], "forces_ev_per_angstrom": [[-2.0, 2.7, -1.1], [0.6, -0.9, 0.6], [2.0, -1.7, 1.8], [-0.3, -1.6, -0.7], [0.6, 0.4, -0.8], [-0.2, -0.2, 0.1], [-0.7, 0.4, -0.7], [0.1, 0.9, 1.0], [3.6, 2.1, -3.6], [1.8, -2.8, 3.0], [-0.2, -1.4, 1.8], [-0.3, 0.6, 0.9], [-1.9, -0.4, 1.1], [-1.3, 1.0, -0.8], [0.1, 0.6, -1.0], [-2.0, 0.5, -1.6]], "homo_lumo_gap_ev": 11.4631, "smiles": "CC.CC"}



{"formula": "C4H13N2P", "method": "the ωB97M-V functional and the def2-TZVPD basis", "symbols": ["C", "C", "C", "C", "N", "N", "P", "H", "H", "H", "H", "H", "H", "H", "H", "H", "H", "H", "H", "H"], "coordinates": [[-1.672760, -0.529078, -0.240064], [-0.480860, -1.651953, -2.106061], [-1.051224, 1.537788, 3.458254], [1.979834, 0.533641, -1.878793], [2.086692, -0.792371, 0.337684], [-0.709200, -0.695090, -1.035744], [1.127243, 0.289567, -0.190391], [-0.347289, 1.505092, 4.316535], [-1.633649, 0.251311, 0.496319], [-2.737502, -0.877207, -0.361542], [0.522228, -1.517971, -2.418468], [-0.731916, -2.637472, -1.625068], [-1.170360, -1.313555, -2.898782], [-2.067830, 1.267068, 3.804142], [-0.984070, 2.660897, 3.227312], [-0.854802, 1.197524, 2.447473], [1.200155, 0.745197, -2.501441], [2.766499, 1.208928, -2.132388], [2.466013, -0.476852, -2.046176], [2.292798, -0.705464, 1.347198]], "forces_ev_per_angstrom": [[-5.7, -0.1, 3.3], [-2.3, 0.5, 2.0], [-0.4, 3.0, 0.4], [1.1, -2.0, 1.4], [0.7, 0.2, 3.1], [6.7, 2.2, -2.5], [-1.2, -1.2, -3.6], [0.0, -1.0, -1.0], [0.2, 0.4, 0.2], [1.4, -0.3, -0.3], [0.9, -0.5, -0.4], [0.4, 0.3, -1.2], [0.2, -0.9, -0.1], [0.6, 0.2, -0.4], [-0.8, -1.1, 0.6], [0.6, -1.1, 0.5], [-2.1, 0.2, -2.1], [0.5, 1.0, 0.9], [-1.0, 1.0, 0.0], [0.2, -1.0, -0.6]], "spin_multiplicity": 3, "homo_lumo_gap_ev": [5.4504, 6.2653]}



Number 1: molecular weight 182.2 g mol⁻¹. Number 2: molecular weight 468.7 g mol⁻¹. Number 3: molecular weight 60.1 g mol⁻¹. Number 4: molecular weight 120.1 g mol⁻¹.